No. 1
Density functional theory data (ωB97M-V with the def2-TZVPD basis set) for a gas-phase ion, C2H7N4 (charge +1).

## Properties
- largest force on an atom (eV/A) = 5.41
- energy above the lowest of the compared OMol25 structures with the same formula, charge and spin (kJ/mol) = 595.6
- charge = +1

Each line ends with the Mulliken charge.
Atoms and positions in Å:
H: -1.2996 -1.6001 -0.3771  0.311
N: -1.3276 -1.2006 0.5242  -0.368
N: -1.7285 -0.0106 0.5047  0.229
C: -1.3320 0.8863 -0.5126  -0.263
N: 0.1319 0.7902 -0.5247  -0.269
N: 0.7405 -0.1130 -0.0025  0.169
C: 2.0661 -0.4130 0.2160  -0.671
H: -1.6381 0.4373 1.4243  0.353
H: -1.6906 1.8768 -0.1588  0.322
H: -1.6144 0.9701 -1.6006  0.277
H: 2.4727 -0.7839 -0.8021  0.284
H: 2.5190 -1.2612 0.8128  0.311
H: 2.7006 0.4217 0.4966  0.314

=====

No. 2
Density functional theory data (ωB97M-V with the def2-TZVPD basis set) for a single C4H5FO3 molecule.

## Properties
- largest force on an atom (eV/A) = 5.38
- energy above the lowest of the compared OMol25 structures with the same formula, charge and spin (kJ/mol) = 258.9

Each line ends with the Mulliken charge.
Atoms and positions in Å:
O: 1.7166 1.6841 -0.1857  -0.484
C: 1.5168 0.8889 -1.0779  0.200
O: 0.3986 0.1042 -1.1038  -0.306
C: -0.5294 0.0084 -0.1216  0.523
C: -1.7436 0.3341 -0.5677  -0.157
F: -2.8939 0.0196 0.1136  -0.244
C: 0.0861 -0.4435 1.2133  -0.452
O: 0.8431 -1.7249 0.9945  -0.549
H: 2.1028 0.9578 -2.1022  0.312
H: -1.9670 0.9969 -1.4961  0.276
H: 1.0894 0.2647 1.3588  0.294
H: -0.8071 -0.4094 1.9317  0.252
H: 0.1876 -2.6809 1.0430  0.335

=====

No. 3
Density functional theory data (ωB97M-V with the def2-TZVPD basis set) for a single C2H7NO2S2 molecule.

## Properties
- largest force on an atom (eV/A) = 0.91
- energy above the lowest of the compared OMol25 structures with the same formula, charge and spin (kJ/mol) = 151.8

Each line ends with the Mulliken charge.
Atoms and positions in Å:
C: -0.3107 -1.6800 1.6567  -0.962
S: 0.0513 -0.8873 0.0703  0.848
O: 1.4805 -0.7667 -0.0617  -0.594
S: -0.8796 -1.7234 -1.3839  -0.340
O: -0.5480 0.5573 0.3711  -0.337
C: 0.2556 1.6999 -0.3955  -0.391
N: 0.1606 1.6142 -1.7663  -0.460
H: -1.3837 -1.7235 1.7747  0.338
H: 0.1271 -2.6705 1.6229  0.359
H: 0.1545 -1.0767 2.4247  0.331
H: 1.2758 1.5703 -0.0404  0.405
H: -0.2322 2.5827 0.0117  0.263
H: 0.6305 0.8065 -2.1587  0.290
H: -0.7817 1.6972 -2.1257  0.250

=====

No. 4
Density functional theory data (ωB97M-V with the def2-TZVPD basis set) for 2 unconnected molecules or ions with the total composition CH4NO2.

## Properties
- largest force on an atom (eV/A) = 2.10
- energy above the lowest of the compared OMol25 structures with the same formula, charge and spin (kJ/mol) = 181.3
- charge = -1

Each line ends with the Mulliken charge.
Atoms and positions in Å:
O: 1.9887 -1.5169 -1.4923  -0.643
H: 2.0882 -0.7224 -2.0261  0.291
C: -0.4527 1.2308 0.3438  -1.308
N: -1.5102 0.7688 1.2413  -0.489
O: 0.1799 0.3365 -0.2071  0.213
H: 1.1303 -1.3011 -1.0829  0.370
H: -1.5335 -0.2427 1.3489  0.235
H: -1.8908 1.4471 1.8743  0.332

=====

No. 5
Density functional theory data (ωB97M-V with the def2-TZVPD basis set) for 2 unconnected molecules or ions with the total composition C3H9N4.

## Properties
- largest force on an atom (eV/A) = 12.23
- energy above the lowest of the compared OMol25 structures with the same formula, charge and spin (kJ/mol) = 393.5
- 2S+1 = 3
- charge = +1

Each line ends with the Mulliken charge.
Atoms and positions in Å:
C: 0.8991 0.7839 0.3176  -0.472
C: 0.9849 -1.2036 -1.8513  -0.378
C: -1.0367 0.0031 1.3480  -0.170
N: -0.4521 -1.0645 1.5748  -0.344
N: -0.3615 0.9320 0.4672  0.542
N: -1.1990 1.8705 -0.0055  -0.579
N: 0.2161 -1.8852 -1.1571  -0.437
H: 1.4570 -0.2158 0.5689  0.379
H: 1.5615 1.5984 -0.2342  0.309
H: 0.6012 -0.3570 -2.4366  0.330
H: 2.2085 -1.2144 -1.9338  0.270
H: -2.1040 0.1740 1.4006  0.348
H: -0.8257 -1.6489 2.3438  0.289
H: -0.7328 2.7072 -0.4609  0.326
H: -1.8894 2.1707 0.6664  0.334
H: 0.6728 -2.6504 -0.6078  0.253

=====

No. 6
Density functional theory data (ωB97M-V with the def2-TZVPD basis set) for a single C4H7N3O molecule.

## Properties
- largest force on an atom (eV/A) = 8.15
- energy above the lowest of the compared OMol25 structures with the same formula, charge and spin (kJ/mol) = 652.2

Each line ends with the Mulliken charge.
Atoms and positions in Å:
N: -2.7786 -0.5277 -0.1017  -0.523
N: -1.8558 0.6357 0.2192  -0.196
C: -0.4417 0.4674 -0.2640  0.602
N: 0.4738 1.4171 -0.2870  -0.744
C: 1.8053 0.7440 -0.3124  -0.476
C: 1.9577 -0.3903 0.7320  -0.464
C: 1.4214 -0.6818 -0.5167  -0.037
O: -0.0172 -0.6499 -0.5494  -0.352
H: -3.1969 -0.2208 -1.0486  0.265
H: -3.5205 -0.6266 0.8292  0.296
H: -2.0379 1.5512 0.6013  0.202
H: 2.6029 1.0224 -0.7355  0.529
H: 1.1747 -0.2594 1.6385  0.188
H: 2.8306 -1.2162 1.1997  0.250
H: 1.5823 -1.2651 -1.4048  0.461

=====

- Which of these has the highest largest force on an atom?
  C3H9N4